Computed, not measured: a structure of composition C28H25BrHfNP at a distorted geometry, with the ωB97M-V functional and the def2-TZVPD basis.

The geometry in XYZ format:
```
57
Properties=species:S:1:pos:R:3:forces:R:3:mulliken_charge:R:1
C -2.6471 -1.3366 -3.3903 -0.2 0.6 0.1 -0.207
C -2.6665 -1.8677 -2.0817 -1.6 1.3 0.9 -0.856
C -2.6133 -0.7353 -1.1494 -2.5 -0.6 -0.1 -0.091
H -2.8447 -2.9065 -1.7889 0.4 0.6 -0.2 0.517
C -2.6642 0.4701 -1.9348 0.0 -0.8 -0.2 -0.398
C -2.5927 0.0982 -3.3139 -0.7 -0.1 0.5 -0.402
H -2.6010 0.7969 -4.1590 0.3 -0.5 0.4 0.420
H -2.6295 -1.9111 -4.3098 0.1 0.1 0.2 0.350
H -2.8271 -0.8029 -0.0543 0.7 0.1 -1.2 0.499
H -2.7872 1.4806 -1.5412 0.4 -0.4 -0.1 0.460
Hf -0.5746 -0.7713 -2.1833 3.0 0.2 -0.6 0.680
Br -0.1431 -3.2947 -2.0892 0.8 -0.2 0.1 -0.527
C 1.4119 0.4009 -4.8533 -0.7 0.3 0.5 -0.567
C 0.4172 1.1969 -5.4865 -0.3 -0.6 0.0 -0.389
C -0.5774 0.3235 -6.0133 0.8 -0.3 0.1 -0.662
H 0.4352 2.2802 -5.6020 0.0 -0.3 0.1 0.403
C -0.1996 -1.0124 -5.7021 -0.2 0.7 0.1 -0.379
C 1.0269 -0.9680 -4.9759 -0.7 0.0 0.8 -0.958
H 1.5915 -1.8289 -4.6291 0.0 0.1 -0.2 0.527
H 2.3325 0.7650 -4.4043 -0.2 -0.1 -0.1 0.452
H -1.4378 0.6225 -6.6122 0.2 -0.1 0.2 0.530
H -0.7176 -1.9132 -6.0203 0.1 0.1 0.1 0.499
N 0.0870 -0.1442 -0.4227 1.3 -0.2 1.6 -0.113
P 0.4978 0.0959 1.1402 -0.2 -0.2 -2.1 0.965
C 2.2318 0.6851 1.3763 0.5 0.2 -0.1 0.539
C 3.0625 0.1759 2.4037 -0.5 0.3 0.1 -0.393
C 4.3392 0.6971 2.6326 0.0 0.3 -0.2 -0.604
C 4.8787 1.6896 1.8020 -0.9 -0.1 -0.2 -0.529
C 4.0722 2.1566 0.7464 -0.2 0.0 0.1 -0.559
C 2.7749 1.6647 0.5184 0.0 0.0 0.5 -0.591
C -0.7398 1.2340 1.8247 -0.1 0.4 0.7 0.561
C -1.7586 0.7386 2.6713 0.3 0.3 -0.2 -0.113
C -2.7820 1.5798 3.1098 0.0 0.2 -0.2 -0.685
C -2.8686 2.9055 2.6596 0.7 -0.3 -0.1 -0.595
C -1.8213 3.4002 1.8589 0.0 0.2 0.1 -0.520
C -0.7343 2.5955 1.4772 -0.6 0.0 0.3 -0.454
C 0.4308 -1.2774 2.3195 -0.3 -0.7 0.6 0.152
C 0.1089 -2.5696 1.8889 0.1 0.1 0.5 -0.534
C -0.0838 -3.5889 2.8412 0.1 -0.1 0.0 -0.477
C 0.0765 -3.3709 4.2134 0.0 0.1 -0.9 -0.647
C 0.4585 -2.0992 4.6259 -0.1 0.1 0.0 -0.757
C 0.6037 -1.0579 3.7124 0.0 -0.2 -0.1 -0.188
H 2.6624 -0.5809 3.0947 0.6 0.5 -0.6 0.447
H 4.8734 0.3855 3.5277 0.1 -0.2 -0.3 0.383
H 5.8648 2.1300 2.0074 -0.6 -0.3 -0.2 0.364
H 4.4110 2.9809 0.1226 0.1 -0.3 0.0 0.365
H 2.1556 2.0753 -0.2939 0.4 -0.2 0.4 0.416
H -1.7164 -0.2935 3.0435 -0.1 0.6 -0.3 0.334
H -3.4931 1.1874 3.8301 -0.1 0.1 -0.2 0.382
H -3.6952 3.5570 2.9756 0.5 -0.3 -0.2 0.387
H -1.8178 4.4589 1.5663 0.0 -0.5 0.1 0.373
H 0.1187 3.0635 0.9662 -0.5 -0.4 0.0 0.271
H 0.0204 -2.7700 0.8170 -0.1 0.0 0.4 0.079
H -0.3504 -4.5847 2.5016 0.0 0.1 -0.1 0.416
H -0.0904 -4.1786 4.9326 0.1 0.3 -0.3 0.398
H 0.6370 -1.9421 5.6835 0.0 0.3 -0.1 0.397
H 0.8937 -0.0853 4.1202 -0.3 -0.2 -0.4 0.630
```
Forces are in eV/Å.

## Properties
HOMO-LUMO gap = 6.7 eV
energy above the lowest of the compared OMol25 structures with the same formula, charge and spin = 0.00 kJ/mol